Record 1
Molecular formula: C40H38IN4O2PV
Method: DFT, ωB97M-V/def2-TZVPD

The calculation puts the relative energy (zero: lowest compared OMol25 entry of this formula, charge and spin) at 0.0 kcal per mole. The LUMO energy (spin up / spin down) is 0.2997 / 0.3014 eV. For the electronic energy, the calculation gives -3499.6218 Ha.

The geometry in ORCA input format:
```
! wB97M-V def2-TZVPD RIJCOSX def2/J DEFGRID3
* xyz 0 2
V 1.02286 -0.56118 1.43304
C 4.76409 -2.24049 2.60451
C 3.27905 -2.02734 2.64648
O 2.80608 -1.20731 1.74434
C 2.51271 -2.61384 3.61526
C 1.14604 -2.29417 3.87254
C 0.50965 -2.80756 5.13784
N 0.47591 -1.50154 3.07009
N -0.79655 -1.11325 3.55026
C -1.14419 -0.02380 2.96890
O -0.37891 0.57089 2.06612
C -2.40699 0.63834 3.36584
C -2.45896 2.02869 3.40503
C -3.62954 2.67290 3.78421
C -4.75744 1.92957 4.11378
C -4.70866 0.54166 4.05973
C -3.53640 -0.10286 3.68993
H 5.25830 -1.43334 3.15244
H 5.04508 -3.18826 3.06228
H 5.12399 -2.21014 1.57433
H 3.00487 -3.27999 4.31019
H 1.18197 -3.49552 5.64890
H 0.27524 -1.97659 5.80370
H -0.43588 -3.30414 4.92225
H -1.57333 2.59752 3.14084
H -3.66075 3.75625 3.82040
H -5.66903 2.42924 4.41861
H -5.58979 -0.04051 4.30372
H -3.48388 -1.18354 3.64776
I 3.89127 0.16345 -0.60779
C 3.64818 1.12633 -2.43486
C 4.70273 0.96774 -3.28879
C 4.71755 1.57439 -4.55934
C 3.67684 2.36667 -4.91462
C 2.57344 2.56457 -4.04540
C 1.55765 3.44368 -4.47897
C 0.46287 3.65341 -3.71060
C 0.33440 2.95437 -2.49842
C 1.28014 2.09095 -1.99226
P 0.69984 1.28580 -0.35237
C 0.70408 2.83574 0.66111
C -0.26031 3.84191 0.62410
C -0.12701 4.98406 1.40410
C 0.98545 5.14809 2.22043
C 1.94999 4.15194 2.26529
C 1.80066 3.00201 1.50147
C -1.03359 0.92554 -0.87428
C -2.18162 1.23130 -0.15377
C -3.42550 0.75879 -0.56177
C -3.54003 -0.02852 -1.69821
C -2.39902 -0.33844 -2.43117
C -1.16081 0.12747 -2.01738
C 2.48892 1.90316 -2.76981
H 5.54733 0.36969 -2.97172
H 5.55723 1.41919 -5.22637
H 3.66502 2.87057 -5.87550
H 1.68028 3.94568 -5.43332
H -0.31979 4.33370 -4.02464
H -0.58278 3.10309 -1.95070
H -1.13970 3.74347 0.00086
H -0.89593 5.74864 1.37356
H 1.09356 6.04325 2.82120
H 2.82216 4.26873 2.89757
H 2.54275 2.21635 1.56932
H -2.11422 1.82216 0.74870
H -4.30352 1.00519 0.02435
H -4.50685 -0.40294 -2.01050
H -2.47685 -0.93366 -3.33596
H -0.27633 -0.12307 -2.59554
N 0.46860 -1.85077 0.16489
C 0.03483 -2.58915 -0.63126
N -0.45419 -3.39527 -1.53413
C -1.44643 -4.42386 -1.14276
C -1.85019 -5.22633 -2.37035
C -2.23324 -4.28559 -3.51388
C -1.05530 -3.36637 -3.92007
C 0.07907 -3.42221 -2.90254
H -2.31699 -3.91737 -0.72827
H -1.02790 -5.06654 -0.36885
H -2.68950 -5.86811 -2.10345
H -1.03250 -5.88416 -2.67559
H -3.07714 -3.67523 -3.17842
H -2.58268 -4.86031 -4.37171
H -1.40179 -2.33559 -4.00815
H -0.65324 -3.65388 -4.89348
H 0.75149 -2.57595 -3.01673
H 0.67306 -4.32742 -3.03659
*
```



Record 2
Molecular formula: C40H39AsClFN2PdSi
Method: DFT, ωB97M-V/def2-TZVPD

The calculation puts the relative energy (zero: lowest compared OMol25 entry of this formula, charge and spin) at 0.0 kcal per mole. The LUMO energy is 4.0236 eV. For the electronic energy, the calculation gives -4870.4308 Ha.

The geometry in ORCA input format:
```
! wB97M-V def2-TZVPD RIJCOSX def2/J DEFGRID3
* xyz -2 1
Pd 0.33693 1.03890 -0.40680
C -1.41281 3.43587 1.62098
Si -1.83991 1.61701 1.87004
C -0.54119 0.92714 3.05436
C -3.48929 1.64467 2.82969
N -1.93235 0.82345 0.38809
C -2.78287 -0.13515 -0.01290
C -3.43980 -1.07188 0.82729
C -4.30082 -2.05080 0.35225
C -4.56151 -2.18316 -1.00397
C -3.92952 -1.29584 -1.87803
C -3.08871 -0.32788 -1.38750
F -2.51974 0.51095 -2.29205
H -1.34658 3.95709 2.58240
H -2.17129 3.93307 1.00814
H -0.45399 3.53594 1.10729
H -0.80438 -0.07886 3.39738
H -0.42898 1.57631 3.93004
H 0.41801 0.84886 2.53411
H -3.48641 2.44965 3.57205
H -3.69192 0.70796 3.35378
H -4.31940 1.82350 2.13900
H -3.22452 -1.02619 1.88872
H -4.75623 -2.73588 1.06084
H -5.21969 -2.95614 -1.38097
H -4.08044 -1.34392 -2.95039
C 2.49461 6.65121 0.58863
C 2.77968 5.36900 1.04352
C 2.32588 4.26517 0.33857
C 1.59740 4.41388 -0.83989
C 1.30820 5.70218 -1.28077
C 1.75173 6.81366 -0.57231
As 1.01352 2.74310 -1.72656
C 2.60586 2.57820 -2.90446
C 2.94835 1.27921 -3.27560
C 4.05692 1.03244 -4.07330
C 4.85516 2.08648 -4.50000
C 4.53800 3.38336 -4.12003
C 3.42142 3.62495 -3.32785
C -0.22356 3.56322 -3.03562
C 0.11232 4.18221 -4.23604
C -0.87530 4.70945 -5.06082
C -2.21075 4.62009 -4.69102
C -2.55493 3.99042 -3.50118
C -1.56749 3.45827 -2.68386
H 2.83742 7.51723 1.14292
H 3.34280 5.22959 1.95890
H 2.51205 3.26190 0.71198
H 0.72075 5.84173 -2.18120
H 1.50986 7.80957 -0.92712
H 2.34310 0.45810 -2.90016
H 4.30664 0.01386 -4.34676
H 5.72851 1.89758 -5.11382
H 5.16618 4.20949 -4.43510
H 3.19166 4.64061 -3.02448
H 1.15122 4.24876 -4.53924
H -0.60041 5.18585 -5.99578
H -2.98170 5.02674 -5.33605
H -3.59603 3.89266 -3.21719
H -1.82916 2.91989 -1.77496
N 1.68616 -0.55290 0.49821
C 1.39679 -1.86751 0.42154
C 0.02901 -2.27037 0.53727
C -0.35686 -3.58119 0.41098
C 0.57698 -4.60511 0.18549
C 1.90783 -4.24938 0.10479
C 2.32591 -2.92700 0.22539
H -0.69532 -1.48036 0.69498
H -1.41565 -3.81260 0.48251
H 0.26552 -5.63815 0.08320
H 2.66152 -5.01669 -0.05576
H 3.38804 -2.72327 0.16946
Cl 6.48600 -1.33005 5.27194
C 5.49614 -1.02390 3.85047
C 6.11222 -0.67589 2.66132
C 5.32193 -0.44129 1.54617
C 3.93366 -0.54468 1.60313
C 3.07953 -0.23134 0.38073
C 3.34718 -0.89883 2.81295
C 4.12138 -1.13838 3.94103
H 7.19049 -0.59332 2.61310
H 5.79379 -0.17088 0.60668
H 3.16534 0.84622 0.21271
H 3.56402 -0.70761 -0.49380
H 2.26735 -0.98169 2.84343
H 3.66403 -1.41764 4.88111
*
```



Record 3
Molecular formula: C40H39BN11O3RuS
Method: DFT, ωB97M-V/def2-TZVPD

The calculation puts the relative energy (zero: lowest compared OMol25 entry of this formula, charge and spin) at 37.7 kcal per mole. The LUMO energy (spin up / spin down) is -0.7485 / -2.7191 eV. For the electronic energy, the calculation gives -2893.6710 Ha.

The geometry in ORCA input format:
```
! wB97M-V def2-TZVPD RIJCOSX def2/J DEFGRID3
* xyz 0 2
Ru -0.04975 -0.16274 1.10968
C 1.09768 -1.90292 4.23410
C 1.98550 -1.74293 3.04240
C 3.37275 -1.90058 2.99610
C 3.72205 -1.68076 1.67992
N 2.60865 -1.41391 0.99345
N 1.52741 -1.46004 1.81404
B 2.49591 -1.15594 -0.53260
N 1.20619 -1.79286 -1.11165
C 1.06995 -2.41309 -2.29895
C -0.26252 -2.66704 -2.50792
C -0.90998 -2.14334 -1.38202
C -2.37040 -2.12504 -1.09704
N -0.01757 -1.62234 -0.54086
N 2.33645 0.37120 -0.71359
C 3.03761 1.32683 -1.34170
C 2.35215 2.51192 -1.23442
C 1.19286 2.20850 -0.51130
C 0.11177 3.15591 -0.12107
N 1.19891 0.90511 -0.19714
N 3.73985 -1.75117 -1.19251
C 4.96053 -1.22565 -1.47215
C 5.81139 -2.25720 -1.76475
C 5.02205 -3.42147 -1.62053
C 5.43347 -4.85132 -1.80030
N 3.78855 -3.11278 -1.26439
H 1.68034 -2.27190 5.07552
H 0.64842 -0.95315 4.52396
H 0.29313 -2.61067 4.03100
H 4.02752 -2.14886 3.81765
H 4.68734 -1.71845 1.19434
H 1.92567 -2.64474 -2.91088
H -0.71833 -3.12421 -3.37317
H -2.79454 -3.12833 -1.18194
H -2.55966 -1.76107 -0.09080
H -2.87874 -1.47411 -1.81399
H 3.95944 1.11587 -1.85345
H 2.63620 3.47553 -1.62874
H 0.46770 3.83953 0.65461
H -0.18669 3.74536 -0.99225
H -0.75855 2.63175 0.25271
H 5.16698 -0.17045 -1.42693
H 6.85042 -2.18840 -2.05088
H 6.40807 -4.91341 -2.28228
H 5.49502 -5.35878 -0.83582
H 4.70509 -5.38801 -2.40893
C -3.29009 -4.44022 3.03364
C -2.25478 -4.26884 2.13056
C -1.58913 -3.05156 2.04623
C -1.95473 -2.00468 2.87529
C -2.99469 -2.16984 3.78919
C -3.66110 -3.38319 3.86102
N -1.19419 -0.78480 2.76214
N -1.33990 0.01688 3.68290
C -0.42767 1.06846 3.63543
C -0.37136 1.95338 4.71475
C 0.66697 2.85377 4.78202
C 1.64208 2.85969 3.77698
C 1.55936 2.00299 2.68604
C 0.48904 1.11423 2.56948
H -3.79980 -5.39407 3.10500
H -1.95420 -5.08661 1.48699
H -0.76354 -2.91174 1.36128
H -3.25929 -1.34256 4.43422
H -4.47094 -3.50649 4.57051
H -1.12590 1.89837 5.49467
H 0.74467 3.53367 5.62181
H 2.47273 3.55368 3.84341
H 2.32901 2.04063 1.92332
O -0.48524 7.10051 -5.66990
C -1.56324 6.38372 -5.26527
O -2.65278 6.87363 -5.36571
C -1.31469 5.01836 -4.71987
C -2.42571 4.21330 -4.46980
C -2.27924 2.94069 -3.95533
C -1.00604 2.40860 -3.64183
S -0.79147 0.83134 -2.96376
C 0.10706 3.23717 -3.90418
C -0.04766 4.50449 -4.43301
H 0.31694 6.57709 -5.58399
H -3.40714 4.61629 -4.69782
H -3.15407 2.32132 -3.80116
H 1.09377 2.85428 -3.67363
H 0.85170 5.09001 -4.60467
O -1.95471 1.06382 0.85237
N -3.14962 0.76311 0.36881
C -4.00784 0.02965 1.09767
C -5.25278 -0.29477 0.60781
C -5.63904 0.16494 -0.64173
C -4.75666 0.95674 -1.35080
C -3.51157 1.24553 -0.82717
H -3.64591 -0.27622 2.06509
H -5.90638 -0.90475 1.21701
H -6.61150 -0.08445 -1.04723
H -5.01769 1.35460 -2.32295
H -2.75732 1.82999 -1.32035
*
```



- Which value of relative energy (zero: lowest compared OMol25 entry of this formula, charge and spin) does entry 2 give?
  0.0 kcal per mole



- What is the relative energy (zero: lowest compared OMol25 entry of this formula, charge and spin) in the third record?
  37.7 kcal per mole



- Which formula does entry 3 have?
  C40H39BN11O3RuS